1.
The following is a DFT calculation (ωB97M-V/def2-TZVPD) of a 2-piece molecular cluster, C5H13NO overall at a distorted geometry.

Computed properties:
HOMO energy ... -8.585 eV
SMILES ... C/C=C/CNC.O
F_max ... 2.6 eV/Å
Electronic energy ... -8931.6931 eV
Total charge ... 0
Lowest unoccupied orbital energy ... 0.9 eV

CARTESIAN COORDINATES (ANGSTROEM)
C: 0.4587 -1.4691 1.8506
N: -0.9354 -1.3521 1.5081
C: -1.3262 -0.1756 0.7366
C: 0.7287 -0.1252 -2.6561
C: 0.3808 -0.2624 -1.2188
C: -0.8311 -0.0756 -0.6916
H: 1.0054 -2.3890 1.7091
H: 0.5922 -1.3375 2.9404
H: 1.0929 -0.6292 1.5021
H: -1.3242 -2.1580 1.0423
H: -2.3962 -0.0164 0.8363
H: -0.9481 0.7883 1.1714
H: -0.2538 -0.0739 -3.1453
H: 1.3207 -0.9611 -3.0534
H: 1.4427 0.6913 -2.8497
H: 1.2435 -0.4218 -0.5973
H: -1.6725 -0.0042 -1.3805
H: -0.2311 3.5802 1.0987
H: 0.9376 2.8269 0.3108
O: 0.7154 3.5644 0.8864

Atom charges from the natural (NBO) analysis, given in e for atoms 1 to 4: -0.427 -0.630 -0.256 -0.643

***

2.
The following is a DFT calculation (ωB97M-V/def2-TZVPD) of an isolated molecule of C4H4O2.

Computed properties:
HOMO energy ... -9.266 eV
F_max ... 0.6 eV/Å
Electronic energy ... -8302.9471 eV
Total charge ... 0
Lowest unoccupied orbital energy ... 0.4 eV

CARTESIAN COORDINATES (ANGSTROEM)
O: -0.9255 1.6555 0.4291
C: -0.2108 0.6042 0.8717
C: -0.3723 -0.6229 -0.3536
O: -0.9824 -0.1866 -1.3446
C: 1.0663 0.2580 0.3211
C: 1.4118 -0.6551 -0.4667
H: -1.1957 1.3649 -0.4874
H: -0.3726 0.3439 1.9170
H: -0.5268 -1.5621 0.1837
H: 2.1079 -1.1998 -1.0703

Atom charges from the natural (NBO) analysis, given in e for atoms 1 to 4: -0.673 0.047 0.288 -0.701